No. 1
Density functional theory data (ωB97M-V/def2-TZVPD) for a single C4H8O2 molecule.

Each line ends with the Löwdin charge.
Atoms and positions in Å:
C (-0.240376, -0.669527, -1.958813)  -0.08
C (-0.466296, 1.012324, -0.693325)  -0.03
O (-0.978714, -0.235728, -0.789054)  -0.19
C (0.289984, 1.124083, 0.583735)  -0.20
C (0.086324, 0.107308, 1.703949)  -0.27
O (0.430988, -1.214924, 1.342431)  -0.07
H (-0.628896, -0.204657, -2.866682)  0.09
H (0.829127, -0.427042, -1.856680)  0.09
H (-0.343046, -1.747615, -1.924302)  0.10
H (1.334109, 1.061235, 0.210025)  0.14
H (0.181997, 2.159881, 0.912983)  0.11
H (-0.956309, 0.166450, 2.046639)  0.12
H (0.729175, 0.375117, 2.546920)  0.12
H (-0.268069, -1.506904, 0.742173)  0.07

Forces on the atoms, in the same order (eV/Å):
C -0.004 -0.527 -0.396
C 0.114 0.268 0.471
O 0.618 0.366 -0.251
C -0.167 0.217 0.109
C -0.117 0.331 0.200
O -0.147 -0.112 -0.091
H -0.059 -0.159 0.129
H -0.346 -0.188 -0.075
H -0.037 -0.184 -0.363
H -0.238 0.057 -0.014
H 0.131 0.025 0.226
H 0.126 -0.074 0.046
H -0.113 -0.024 -0.042
H 0.238 0.004 0.051

Charge: 0
Highest occupied orbital energy: -0.304 hartree
LUMO level: 0.016 Eh
Energy above the lowest of the compared OMol25 structures with the same formula, charge and spin: 110.75 kcal/mol

No. 2
Density functional theory data (ωB97M-V/def2-TZVPD) for a single C4H8O2 molecule.

Each line ends with the Löwdin charge.
Atoms and positions in Å:
C (1.641243, -0.613784, -1.143979)  -0.10
O (0.468493, 0.154754, -1.096690)  -0.12
C (-0.409548, -0.356581, -0.168927)  -0.38
C (-0.326316, -0.112589, 1.285109)  -0.01
C (-1.515857, 0.463890, 0.395783)  -0.24
O (-1.533123, 1.815693, 0.757703)  -0.04
H (1.425636, -1.643430, -1.469668)  0.09
H (2.116664, -0.652767, -0.154549)  0.09
H (2.304038, -0.130665, -1.860067)  0.09
H (-0.724114, -1.395783, -0.343289)  0.16
H (0.374015, 0.711640, 1.507634)  0.12
H (-0.418579, -0.808354, 2.105409)  0.09
H (-2.498470, 0.239185, -0.075074)  0.15
H (-0.904076, 2.328795, 0.260603)  0.09

Forces on the atoms, in the same order (eV/Å):
C 0.436 -0.145 -0.068
O 0.182 0.190 0.066
C 0.028 -0.073 -0.078
C -0.437 -0.248 0.196
C 0.301 0.063 0.537
O -0.387 1.008 -0.957
H 0.060 0.161 0.020
H 0.044 -0.009 -0.145
H 0.070 -0.130 0.052
H -0.262 0.378 -0.539
H -0.897 -0.188 0.118
H 0.074 -0.579 -0.348
H 0.404 -0.778 1.648
H 0.383 0.350 -0.503

Charge: 0
Highest occupied orbital energy: -0.336 hartree
LUMO level: 0.037 Eh
Energy above the lowest of the compared OMol25 structures with the same formula, charge and spin: 86.48 kcal/mol
SMILES: CO[C@H]1C[C@H]1O

No. 3
Density functional theory data (ωB97M-V/def2-TZVPD) for a single C4H8O2 molecule.

Each line ends with the Löwdin charge.
Atoms and positions in Å:
C (-2.123658, 0.046210, -0.172351)  -0.11
C (-0.788366, 0.593833, 0.324291)  -0.24
C (0.388858, -0.161605, -0.261216)  -0.20
O (1.590976, 0.436024, 0.256208)  -0.03
C (2.692747, -0.317201, 0.207964)  -0.35
O (2.764758, -1.440466, -0.217470)  0.07
H (-2.227473, -1.022318, 0.050690)  0.08
H (-2.954937, 0.568033, 0.311428)  0.07
H (-2.233113, 0.176122, -1.255187)  0.07
H (-0.736308, 0.527020, 1.417481)  0.12
H (-0.696264, 1.655531, 0.065700)  0.11
H (0.370734, -1.223009, 0.005858)  0.13
H (0.413381, -0.090308, -1.355409)  0.14
H (3.538671, 0.252138, 0.622010)  0.14

Forces on the atoms, in the same order (eV/Å):
C -0.069 -0.028 -0.022
C 0.032 0.046 0.030
C -0.212 -0.099 -0.079
O 0.169 -0.065 0.021
C 0.073 -0.265 -0.120
O -0.038 0.454 0.145
H 0.032 0.162 -0.032
H 0.108 -0.078 -0.092
H 0.032 -0.033 0.155
H 0.000 0.006 -0.144
H -0.005 -0.145 0.045
H -0.022 0.159 -0.016
H -0.015 -0.022 0.144
H -0.087 -0.092 -0.034

Charge: 0
Highest occupied orbital energy: -0.394 hartree
LUMO level: 0.036 Eh
Energy above the lowest of the compared OMol25 structures with the same formula, charge and spin: 12.94 kcal/mol
SMILES: CCCOC=O

No. 4
Density functional theory data (ωB97M-V/def2-TZVPD) for a single C4H8O2 molecule.

Each line ends with the Löwdin charge.
Atoms and positions in Å:
O (-0.114604, 1.518232, 1.504849)  -0.07
C (-0.758152, 1.233841, 0.279623)  -0.23
C (-0.755660, -0.232216, -0.155432)  -0.20
C (0.183488, -0.682808, -1.259792)  -0.06
C (0.414272, -1.129460, 0.142462)  -0.32
O (1.498008, -0.663900, 0.910163)  -0.02
H (0.481564, 0.787494, 1.714653)  0.06
H (-0.329264, 1.854171, -0.523814)  0.11
H (-1.799331, 1.554504, 0.394022)  0.11
H (-1.725995, -0.722048, -0.124700)  0.13
H (0.850535, 0.082732, -1.657079)  0.11
H (-0.149461, -1.404804, -2.000251)  0.10
H (0.202665, -2.166339, 0.388185)  0.15
H (2.001934, -0.029397, 0.387111)  0.11

Forces on the atoms, in the same order (eV/Å):
O 0.023 -0.109 0.233
C -0.239 0.019 -0.377
C -0.141 0.063 0.118
C 0.093 -0.011 -0.146
C -0.151 -0.195 -0.022
O 0.143 0.151 -0.127
H -0.016 0.054 -0.040
H 0.028 -0.093 0.175
H 0.104 -0.029 -0.087
H 0.154 0.080 0.016
H -0.116 -0.096 0.104
H 0.049 0.103 0.164
H 0.018 0.187 -0.026
H 0.052 -0.124 0.014

Charge: 0
Highest occupied orbital energy: -0.362 hartree
LUMO level: 0.033 Eh
Energy above the lowest of the compared OMol25 structures with the same formula, charge and spin: 48.47 kcal/mol
SMILES: OC[C@H]1C[C@H]1O

No. 5
Density functional theory data (ωB97M-V/def2-TZVPD) for 2 unconnected molecules or ions with the total composition C4H8O2.

Each line ends with the Löwdin charge.
Atoms and positions in Å:
C (-1.325769, -0.020259, -0.101822)  0.00
C (-0.658446, 1.197052, -0.063739)  -0.23
C (-0.237752, 1.804108, 1.179383)  -0.11
C (0.638756, 2.837546, 0.825110)  -0.17
O (0.492253, 4.105882, 1.351701)  -0.01
H (-1.743427, -0.318531, -1.086794)  0.05
H (-1.180619, -0.749832, 0.648159)  0.03
H (-0.547447, 1.800802, -0.963622)  0.09
H (-0.764884, 1.416258, 2.103886)  0.13
H (1.285100, 2.695554, -0.034260)  0.11
H (-0.447318, 4.261554, 1.339460)  0.09
H (2.030686, -6.043692, -1.245171)  0.06
H (0.837395, -6.266948, -2.098962)  0.00
O (1.621467, -6.719494, -1.853325)  -0.07

Forces on the atoms, in the same order (eV/Å):
C 1.512 2.663 -2.594
C -1.550 -3.963 -0.045
C 1.610 1.002 -0.892
C -3.069 -0.691 2.195
O 1.735 -0.405 -0.058
H 0.238 -0.045 0.930
H -0.527 -0.426 1.037
H -0.315 -0.350 0.087
H 0.836 1.552 -0.954
H -0.094 0.589 -0.081
H -0.377 0.072 0.377
H -0.347 -1.243 -0.869
H -1.340 0.425 -0.605
O 1.687 0.819 1.474

Charge: 0
Highest occupied orbital energy: -0.294 hartree
LUMO level: 0.006 Eh
Energy above the lowest of the compared OMol25 structures with the same formula, charge and spin: 91.36 kcal/mol
SMILES: C=C/C=C/O.O

No. 6
Density functional theory data (ωB97M-V/def2-TZVPD) for a single C4H8O2 molecule.

Each line ends with the Löwdin charge.
Atoms and positions in Å:
C (-1.266318, 0.310232, -0.671508)  -0.32
C (0.005310, 0.192710, 0.050720)  -0.50
C (1.238672, 0.876160, -0.460497)  -0.02
C (0.402561, -1.026431, 0.967684)  0.00
O (-1.028639, 1.008753, 0.517967)  0.05
O (-2.281505, -0.679024, -0.759236)  0.01
H (-1.048562, 0.842472, -1.563787)  0.14
H (1.807675, 1.193572, 0.346274)  0.06
H (1.087166, 1.822688, -0.980443)  0.09
H (1.865938, 0.221833, -1.053428)  0.09
H (1.331618, -0.682394, 1.387574)  0.05
H (0.596398, -1.823224, 0.199943)  0.10
H (-0.285749, -1.236560, 1.837845)  0.10
H (-2.424565, -1.020783, 0.180886)  0.13

Forces on the atoms, in the same order (eV/Å):
C 0.672 -1.835 0.311
C 0.677 -2.126 1.076
C -0.637 0.331 -1.116
C -0.795 0.900 -1.376
O -1.277 1.270 0.392
O 0.763 0.695 2.041
H -1.175 0.586 -0.993
H 1.262 0.356 1.861
H -0.538 -0.254 -0.465
H -0.019 -0.201 -0.230
H 0.541 -0.398 0.378
H -0.248 0.087 1.376
H 0.450 -0.069 -1.417
H 0.324 0.658 -1.839

Charge: 0
Highest occupied orbital energy: -0.356 hartree
LUMO level: 0.031 Eh
Energy above the lowest of the compared OMol25 structures with the same formula, charge and spin: 53.26 kcal/mol
SMILES: CC1(C)O[C@@H]1O

No. 7
Density functional theory data (ωB97M-V/def2-TZVPD) for a single C4H8O2 molecule.

Each line ends with the Löwdin charge.
Atoms and positions in Å:
O (1.601549, 1.052410, 0.695346)  -0.07
C (1.648730, -0.193880, 0.042830)  -0.27
C (0.302087, -0.923048, 0.120399)  -0.13
C (-0.854347, -0.211977, -0.570714)  -0.27
C (-1.837030, 0.599406, 0.154577)  -0.10
O (-0.828842, 1.221340, -0.634614)  -0.07
H (0.877074, 1.538870, 0.271056)  0.07
H (1.992582, -0.091776, -0.999786)  0.12
H (2.399358, -0.795926, 0.567934)  0.12
H (0.397666, -1.922302, -0.321682)  0.12
H (0.074432, -1.058462, 1.183228)  0.12
H (-1.193042, -0.653157, -1.508570)  0.14
H (-1.728894, 0.736938, 1.230456)  0.12
H (-2.851319, 0.701560, -0.230465)  0.11

Forces on the atoms, in the same order (eV/Å):
O -0.096 0.227 -0.070
C 0.036 -0.366 -0.128
C -0.046 -0.017 0.091
C 0.033 -0.221 -0.054
C -0.215 -0.054 0.127
O 0.109 0.160 -0.077
H 0.126 0.030 0.155
H -0.160 0.021 0.128
H -0.108 0.086 -0.114
H 0.022 0.139 0.076
H -0.020 0.013 -0.113
H 0.091 0.060 0.110
H 0.042 -0.075 -0.165
H 0.185 -0.002 0.033

Charge: 0
Highest occupied orbital energy: -0.370 hartree
LUMO level: 0.040 Eh
Energy above the lowest of the compared OMol25 structures with the same formula, charge and spin: 48.32 kcal/mol
SMILES: OCC[C@H]1CO1

No. 8
Density functional theory data (ωB97M-V/def2-TZVPD) for a single C4H8O2 molecule.

Each line ends with the Löwdin charge.
Atoms and positions in Å:
C (1.550312, -0.115369, -0.254691)  -0.06
C (0.373494, -0.358701, 0.669726)  -0.21
C (-0.759796, 0.650966, 0.650243)  -0.26
O (-0.811295, 1.461886, -0.503164)  -0.02
C (-1.031129, -0.762807, 0.260075)  -0.30
O (-1.377306, -1.054302, -1.039536)  0.01
H (2.358461, -0.826930, -0.067406)  0.08
H (1.241714, -0.221932, -1.297957)  0.08
H (2.002825, 0.883687, -0.128934)  0.08
H (0.544480, -0.997828, 1.519445)  0.13
H (-1.175187, 1.148131, 1.525610)  0.14
H (0.075599, 1.743025, -0.759840)  0.09
H (-1.550754, -1.368732, 1.001347)  0.15
H (-1.387685, -0.189045, -1.478744)  0.09

Forces on the atoms, in the same order (eV/Å):
C -0.057 -0.163 -0.136
C -0.096 -0.362 -0.221
C -0.174 -0.047 0.121
O 0.268 0.280 0.037
C -0.057 -0.211 0.175
O -0.184 0.269 -0.312
H -0.195 -0.007 -0.060
H 0.146 -0.027 -0.001
H -0.273 -0.234 0.063
H 0.543 0.834 0.775
H 0.096 -0.229 -0.094
H -0.066 0.051 0.143
H 0.162 -0.060 -0.282
H -0.114 -0.096 -0.209

Charge: 0
Highest occupied orbital energy: -0.336 hartree
LUMO level: 0.028 Eh
Energy above the lowest of the compared OMol25 structures with the same formula, charge and spin: 51.73 kcal/mol
SMILES: C[C@H]1[C@@H](O)[C@H]1O

- The highest highest occupied orbital energy belongs to which entry?
  number 5

- Which of these has the lowest energy above the lowest of the compared OMol25 structures with the same formula, charge and spin?
  number 3

What did the third record say?
Density functional theory data (ωB97M-V/def2-TZVPD) for a single C4H8O2 molecule.

Each line ends with the Löwdin charge.
Atoms and positions in Å:
C (-2.123658, 0.046210, -0.172351)  -0.11
C (-0.788366, 0.593833, 0.324291)  -0.24
C (0.388858, -0.161605, -0.261216)  -0.20
O (1.590976, 0.436024, 0.256208)  -0.03
C (2.692747, -0.317201, 0.207964)  -0.35
O (2.764758, -1.440466, -0.217470)  0.07
H (-2.227473, -1.022318, 0.050690)  0.08
H (-2.954937, 0.568033, 0.311428)  0.07
H (-2.233113, 0.176122, -1.255187)  0.07
H (-0.736308, 0.527020, 1.417481)  0.12
H (-0.696264, 1.655531, 0.065700)  0.11
H (0.370734, -1.223009, 0.005858)  0.13
H (0.413381, -0.090308, -1.355409)  0.14
H (3.538671, 0.252138, 0.622010)  0.14

Forces on the atoms, in the same order (eV/Å):
C -0.069 -0.028 -0.022
C 0.032 0.046 0.030
C -0.212 -0.099 -0.079
O 0.169 -0.065 0.021
C 0.073 -0.265 -0.120
O -0.038 0.454 0.145
H 0.032 0.162 -0.032
H 0.108 -0.078 -0.092
H 0.032 -0.033 0.155
H 0.000 0.006 -0.144
H -0.005 -0.145 0.045
H -0.022 0.159 -0.016
H -0.015 -0.022 0.144
H -0.087 -0.092 -0.034

Charge: 0
Highest occupied orbital energy: -0.394 hartree
LUMO level: 0.036 Eh
Energy above the lowest of the compared OMol25 structures with the same formula, charge and spin: 12.94 kcal/mol
SMILES: CCCOC=O

- Which value of LUMO level does entry 1 give?
  0.016 Eh